{"formula": "C32H42N5O4P3V", "method": "ωB97M-V with the def2-TZVPD basis set", "s_squared": 0.79, "total_energy_ev": -103022.80336, "homo_lumo_gap_ev": [5.43, 6.04], "spin_multiplicity": 2, "fmax_ha_per_bohr": 0.0126, "charge": 4, "lumo_ev": [-13.5, -12.9], "e_above_lowest_kcal_mol": 1.7, "elements": ["V", "P", "P", "P", "O", "O", "O", "O", "N", "N", "N", "N", "N", "C", "C", "C", "C", "C", "C", "C", "C", "C", "C", "C", "C", "C", "C", "C", "C", "C", "C", "C", "C", "C", "C", "C", "C", "C", "C", "C", "C", "C", "C", "C", "C", "H", "H", "H", "H", "H", "H", "H", "H", "H", "H", "H", "H", "H", "H", "H", "H", "H", "H", "H", "H", "H", "H", "H", "H", "H", "H", "H", "H", "H", "H", "H", "H", "H", "H", "H", "H", "H", "H", "H", "H", "H", "H"], "positions_angstrom": [[-0.998, -1.018, 0.054], [1.739, -0.468, -1.523], [-1.699, -1.143, 2.441], [0.202, 1.929, -0.427], [-1.356, -4.688, -0.650], [-0.883, 0.797, -0.072], [0.746, -1.110, -0.455], [-0.490, -3.084, 0.569], [-3.204, -0.397, -1.017], [-3.375, -3.730, -2.294], [-3.639, -1.462, -1.835], [-2.053, -2.541, -0.718], [-1.273, -3.567, -0.282], [-2.431, 0.392, 3.092], [3.071, 2.716, 2.994], [-1.908, 5.749, -1.602], [1.656, -1.392, -3.024], [1.088, 1.209, -1.828], [-1.243, 5.669, -0.387], [3.408, 3.080, 1.695], [-3.358, 1.170, 2.157], [-4.307, -2.295, 2.146], [-2.891, -2.501, 2.677], [1.322, 2.172, 0.916], [4.438, -0.405, -1.714], [-0.402, -1.422, 4.903], [2.536, 2.816, 0.652], [5.928, -0.423, 0.168], [1.801, -2.935, -5.320], [3.353, -0.470, -0.830], [1.920, -2.767, -2.926], [4.849, -0.503, 1.045], [3.557, -0.519, 0.553], [1.855, 2.096, 3.260], [-0.594, 4.499, -0.028], [-1.936, 4.660, -2.473], [1.487, -0.793, -4.278], [0.976, 1.830, 2.223], [-1.295, 3.487, -2.127], [-0.215, -1.599, 3.388], [1.978, -3.534, -4.075], [1.560, -1.571, -5.423], [5.725, -0.371, -1.206], [-3.037, -2.641, -1.658], [-0.621, 3.402, -0.898], [-2.429, -3.412, 2.291], [3.751, 2.935, 3.806], [-4.326, -2.134, 1.064], [6.569, -0.324, -1.880], [-2.444, 4.743, -3.425], [2.190, -4.592, -4.008], [-2.965, 0.071, 3.993], [0.009, 1.391, 2.427], [-2.402, 6.670, -1.884], [6.937, -0.416, 0.559], [-1.300, 2.657, -2.826], [-3.007, 0.417, -1.597], [1.927, 1.864, -2.084], [-1.219, 6.524, 0.276], [-3.949, -0.145, -0.368], [2.718, -0.585, 1.234], [2.806, 3.126, -0.351], [-0.059, 4.447, 0.912], [-0.010, -2.643, 3.134], [4.284, -0.399, -2.787], [-4.459, -1.355, -2.422], [1.872, -3.535, -6.218], [1.590, 1.846, 4.279], [-4.203, 0.567, 1.821], [1.449, -1.111, -6.395], [5.024, -0.563, 2.110], [-4.810, -1.461, 2.632], [4.346, 3.580, 1.497], [0.487, -1.796, 5.408], [-1.250, -1.987, 5.286], [2.109, -3.226, -1.961], [-2.917, -2.627, 3.765], [-1.613, 1.028, 3.437], [0.409, 1.188, -2.683], [-2.903, -4.608, -2.113], [-3.777, 2.019, 2.696], [0.629, -1.010, 3.027], [-4.139, -3.744, -2.961], [1.337, 0.274, -4.383], [-2.817, 1.564, 1.296], [-4.899, -3.185, 2.353], [-0.528, -0.376, 5.180]], "forces_ev_per_a": [[-0.44, 0.05, -0.16], [0.11, -0.07, -0.02], [0.07, -0.07, -0.02], [0.02, 0.00, -0.02], [0.23, 0.02, 0.22], [0.06, 0.00, 0.07], [-0.09, 0.06, 0.08], [0.15, -0.24, 0.06], [-0.03, 0.01, 0.06], [-0.01, 0.01, 0.02], [-0.02, 0.07, 0.02], [0.50, 0.40, -0.09], [-0.39, -0.29, -0.18], [0.00, 0.01, 0.01], [0.00, 0.01, 0.00], [0.00, 0.00, 0.00], [0.06, 0.06, -0.06], [0.07, -0.01, 0.02], [-0.01, 0.00, 0.00], [0.00, 0.01, 0.01], [0.01, 0.03, -0.02], [0.01, -0.01, -0.01], [-0.01, 0.04, 0.00], [0.02, 0.05, -0.06], [-0.01, 0.01, -0.01], [0.00, 0.01, 0.00], [0.01, -0.03, -0.03], [-0.01, 0.00, 0.00], [0.00, 0.00, 0.00], [0.00, 0.00, 0.01], [0.00, 0.00, 0.04], [0.01, 0.00, 0.01], [-0.02, 0.01, 0.00], [0.01, 0.01, 0.01], [0.01, 0.00, 0.02], [0.00, 0.00, 0.00], [-0.01, -0.01, 0.04], [-0.04, -0.04, 0.03], [0.00, -0.01, -0.02], [-0.03, -0.03, 0.00], [0.00, -0.01, -0.02], [0.01, -0.01, 0.00], [0.00, 0.00, 0.00], [-0.17, -0.07, 0.03], [-0.02, 0.01, -0.05], [0.01, -0.02, 0.00], [0.00, -0.01, 0.00], [0.00, 0.00, 0.00], [0.00, 0.00, 0.00], [0.00, 0.00, 0.00], [0.00, 0.00, 0.00], [0.00, 0.01, 0.00], [0.07, -0.02, -0.03], [0.00, 0.00, 0.00], [0.00, 0.00, 0.00], [-0.01, 0.01, 0.00], [0.00, -0.01, -0.02], [-0.02, 0.00, -0.02], [0.00, 0.00, 0.00], [0.02, 0.02, 0.00], [-0.01, 0.01, 0.01], [0.00, 0.00, 0.01], [0.00, 0.00, 0.00], [0.00, 0.02, 0.01], [0.00, 0.00, 0.00], [0.00, 0.01, 0.00], [0.00, 0.00, 0.00], [0.00, 0.00, -0.01], [0.00, -0.01, 0.00], [0.00, 0.00, 0.00], [0.00, 0.00, 0.00], [0.00, 0.01, 0.01], [0.00, 0.00, 0.00], [0.00, 0.01, 0.00], [-0.01, -0.01, 0.00], [0.00, 0.00, 0.00], [0.00, 0.00, 0.01], [-0.07, -0.06, 0.03], [-0.01, 0.01, 0.00], [0.01, 0.01, 0.00], [-0.01, 0.00, 0.01], [0.03, 0.06, -0.02], [-0.01, 0.02, 0.00], [-0.01, 0.01, 0.00], [-0.04, -0.02, 0.03], [0.00, 0.00, -0.01], [0.00, -0.01, 0.00]], "mulliken_charge": [0.04, 1.74, 1.32, 1.05, -0.61, 0.15, -0.15, -0.53, -0.42, -0.27, -0.25, 0.43, 0.71, -0.57, -0.71, -0.61, 0.61, -1.39, -0.81, -0.89, -1.05, -1.08, -0.62, 0.72, -0.77, -1.41, -0.56, -0.63, -0.52, 0.24, -0.53, -0.67, -0.02, -0.56, -0.58, -0.88, -0.54, -0.09, -0.66, -0.36, -0.89, -0.89, -0.80, 0.55, 0.87, 0.49, 0.48, 0.10, 0.48, 0.48, 0.50, 0.64, -0.01, 0.46, 0.48, 0.27, 0.38, 0.71, 0.48, 0.28, 0.29, 0.45, 0.44, 0.51, 0.42, 0.20, 0.47, 0.54, 0.28, 0.48, 0.49, 0.33, 0.52, 0.45, 0.36, 0.56, 0.60, 0.54, 0.57, 0.20, 0.50, 0.02, 0.25, 0.45, -0.06, 0.44, 0.35]}